(1)
Molecular formula: C40H78F3O38Rb
Method: DFT, the ωB97M-V functional and the def2-TZVPD basis

Geometry (Å):
1 Rb -2.94330 -0.25863 -0.04078
2 C 0.25341 -0.62343 -1.40777
3 O 0.04622 -0.68071 -0.08046
4 O -0.92259 -1.06698 -2.07380
5 C 0.83938 0.81550 -1.70191
6 F 0.21166 1.81339 -1.17558
7 F 2.05282 0.91987 -1.24636
8 F 0.91673 0.97916 -2.96963
9 C 1.06875 -1.31660 0.69913
10 C 0.85357 -1.07533 2.23050
11 H -0.10347 -1.48903 2.54835
12 H 1.65537 -1.55914 2.78831
13 H 0.90380 -0.02961 2.53388
14 H 2.00348 -0.77750 0.54498
15 H 1.19924 -2.37453 0.47141
16 H 1.00369 -1.37970 -1.63850
17 C -2.29000 4.71485 -1.61858
18 O -2.00556 5.31519 -0.40036
19 C -2.88862 6.27689 0.15889
20 O -3.83455 6.84271 -0.43972
21 O -2.45771 6.65450 1.37592
22 C -3.02984 7.70378 2.09648
23 H -3.15066 4.06619 -1.45548
24 H -1.50611 3.97470 -1.77919
25 H -2.39670 5.38825 -2.46903
26 H -3.91387 7.45066 2.68174
27 H -3.19231 8.56187 1.44427
28 H -2.30741 8.10928 2.80484
29 C 0.98414 -5.94289 -2.81192
30 O 1.38666 -4.63224 -3.29578
31 C 2.63301 -4.08906 -3.15755
32 O 3.50681 -4.78548 -2.60105
33 O 2.67222 -2.87231 -3.79259
34 C 3.84998 -2.11171 -3.70007
35 H 1.08718 -6.07721 -1.73515
36 H 1.48017 -6.80182 -3.26389
37 H -0.08366 -6.05280 -3.00124
38 H 3.84815 -1.41998 -4.54244
39 H 4.77596 -2.67401 -3.57971
40 H 3.62173 -1.40504 -2.90218
41 C 3.65341 -0.26706 4.27045
42 O 3.97711 1.07068 4.55823
43 C 3.08286 1.73695 5.36105
44 O 2.18442 1.22515 6.05275
45 O 3.15904 3.00586 5.08476
46 C 2.27031 3.92226 5.65097
47 H 2.59218 -0.45339 4.10563
48 H 4.04819 -0.95655 5.01667
49 H 4.07961 -0.35871 3.27142
50 H 2.57539 4.92631 5.35615
51 H 2.42023 4.00314 6.72757
52 H 1.22294 3.78229 5.38351
53 C -5.54576 4.89982 -4.09478
54 O -4.16205 4.72129 -4.31385
55 C -3.75318 3.47609 -4.39611
56 O -4.45752 2.42126 -4.37564
57 O -2.37163 3.50759 -4.39240
58 C -1.73290 2.27059 -4.27303
59 H -6.15835 4.37367 -4.82692
60 H -5.83894 5.94916 -4.12697
61 H -5.96867 4.31999 -3.27437
62 H -1.97646 1.56564 -5.06792
63 H -2.09339 1.81664 -3.34995
64 H -0.64591 2.32033 -4.20937
65 C 2.15346 3.99501 -2.37580
66 O 1.89704 4.26113 -1.05067
67 C 2.87518 3.91565 -0.16068
68 O 3.99872 3.41383 -0.37515
69 O 2.42618 4.24041 1.01677
70 C 3.16793 4.01038 2.19092
71 H 1.31320 4.23646 -3.02676
72 H 2.43876 2.95608 -2.54111
73 H 2.99794 4.55374 -2.77925
74 H 2.47185 4.18183 3.01199
75 H 3.90958 4.79116 2.35955
76 H 3.61230 3.02686 2.34360
77 C -6.21976 -4.12583 -6.66641
78 O -5.14903 -3.24874 -6.19583
79 C -5.31463 -2.38051 -5.22301
80 O -6.38329 -2.00687 -4.81183
81 O -4.13511 -1.86308 -4.77827
82 C -4.02431 -0.79211 -3.81249
83 H -6.84828 -3.57715 -7.36784
84 H -6.91578 -4.48436 -5.90805
85 H -5.75575 -4.96345 -7.18716
86 H -4.73179 -0.00696 -4.07918
87 H -3.07505 -0.26162 -3.88710
88 H -4.29399 -1.02802 -2.78305
89 C -2.30056 -4.72028 2.30279
90 O -1.03192 -5.41349 2.29408
91 C -0.23562 -5.28164 1.25243
92 O -0.55419 -4.82516 0.14827
93 O 0.98874 -5.70669 1.62063
94 C 2.12776 -5.57231 0.79004
95 H -2.95923 -5.15670 1.55194
96 H -2.14269 -3.65097 2.16221
97 H -2.85952 -4.80686 3.23454
98 H 2.27065 -6.43776 0.14299
99 H 2.97919 -5.50941 1.46768
100 H 2.04558 -4.65006 0.21487
101 C -0.37350 2.59270 1.89602
102 O -1.36896 2.75976 2.91927
103 C -2.59515 2.35625 2.65667
104 O -3.13168 1.98697 1.59597
105 O -3.37234 2.51563 3.77169
106 C -4.79621 2.24347 3.68107
107 H -0.32095 1.52341 1.69120
108 H 0.47903 2.71182 2.56466
109 H -0.36714 3.34343 1.10580
110 H -5.21377 2.66976 2.76891
111 H -5.41079 2.57167 4.51932
112 H -4.88388 1.16300 3.56713
113 C -4.89694 -1.73945 4.71337
114 O -3.99841 -1.02399 5.58610
115 C -2.75078 -0.78612 5.14174
116 O -2.34930 -0.89686 4.01303
117 O -1.99208 -0.46428 6.19446
118 C -0.60216 -0.21636 5.96151
119 H -5.85658 -1.22891 4.79436
120 H -5.05610 -2.77854 5.00156
121 H -4.62648 -1.68763 3.65872
122 H -0.45437 0.66482 5.33720
123 H -0.26905 -1.01948 5.30413
124 H 0.04579 -0.26067 6.83690
125 C 2.84691 -1.60900 8.37508
126 O 3.16376 -2.49524 7.33624
127 C 2.16933 -3.23214 6.72122
128 O 0.94814 -3.20025 6.86391
129 O 2.81531 -3.89629 5.73111
130 C 2.19018 -4.62961 4.64916
131 H 2.39238 -2.09407 9.23892
132 H 2.09542 -0.91136 8.00540
133 H 3.62117 -0.90070 8.66993
134 H 1.79124 -5.52851 5.11919
135 H 2.85404 -4.85876 3.81556
136 H 1.33299 -4.11719 4.21242
137 C 0.41312 -0.62124 -5.42169
138 O -0.31181 -0.27515 -6.52231
139 C -0.98049 -1.24099 -7.20909
140 O -0.66458 -2.43125 -7.24206
141 O -2.08714 -0.70861 -7.77302
142 C -2.72451 -1.40726 -8.92055
143 H -0.15767 -0.42827 -4.51336
144 H 1.37401 -0.11179 -5.34929
145 H 0.72617 -1.66524 -5.40795
146 H -3.12801 -0.60268 -9.53533
147 H -3.38425 -2.17504 -8.51637
148 H -1.95532 -1.81764 -9.57479
149 C 5.62210 0.74821 0.48970
150 O 6.92429 0.48334 -0.18540
151 C 6.96872 -0.44448 -1.25231
152 O 5.95646 -0.96852 -1.72685
153 O 8.19707 -0.58296 -1.71200
154 C 8.54397 -1.40148 -2.82120
155 H 5.67691 1.72581 0.96867
156 H 5.17091 -0.09827 1.00739
157 H 4.77762 0.95050 -0.16911
158 H 8.84326 -2.36538 -2.40960
159 H 9.32731 -1.03065 -3.48221
160 H 7.68055 -1.54080 -3.47173

Calculated values
**Molar mass**: 1309.49 u
**<S²>**: 0.75
**LUMO level (spin up / spin down)**: -0.0939 / -0.2109 Ha
**Total charge**: +1
**2S+1**: 2
**Orbital gap (spin up / spin down)**: 0.3531 / 0.2361 Eh
**HOMO energy (spin up / spin down)**: -12.16 / -12.16 eV


(2)
Molecular formula: C40H84FN3O6
Method: DFT, the ωB97M-V functional and the def2-TZVPD basis

Geometry (Å):
1 C -3.07069 3.47847 1.65613
2 C -3.33939 5.05238 1.50231
3 C -3.62909 5.50880 -0.03338
4 C -2.28799 5.42011 -0.95118
5 C -1.62583 6.88059 -1.05000
6 C -0.33484 6.96928 -2.00281
7 C 0.78657 5.84954 -1.72059
8 C 1.43759 5.23655 -3.08508
9 C 1.85788 3.70593 -2.70981
10 C 3.08509 3.17331 -3.61787
11 C 4.26955 2.70088 -2.60152
12 C 3.98875 1.26099 -1.94888
13 C 3.10649 1.27850 -0.61276
14 C 2.71082 -0.22835 -0.11983
15 C 2.99896 -0.45181 1.44217
16 C 1.85295 -1.24989 2.23354
17 C 0.37243 -0.63613 2.07983
18 C -0.72121 -1.77277 1.66670
19 C -0.61630 -1.91450 0.04477
20 C -1.79319 -2.83697 -0.53553
21 C -2.77623 -2.15159 -1.58869
22 C -4.28216 -2.68593 -1.80632
23 C -4.75364 -3.89113 -0.86181
24 C -3.97038 -5.28971 -1.13635
25 F -4.80875 -3.56078 0.55383
26 C -2.09177 -2.52111 -3.02389
27 O -0.97725 -1.54860 -3.07326
28 C -1.62769 -0.28550 -2.84843
29 O -1.37253 0.82670 -3.38349
30 C -2.83095 -0.56151 -1.77773
31 C -2.94773 0.42205 -0.51885
32 N -4.09556 0.09376 0.39364
33 H -1.98530 3.18621 1.40378
34 H -3.73154 2.86139 0.93596
35 H -3.25633 3.11537 2.73764
36 H -4.24371 5.30414 2.17164
37 H -2.41361 5.61633 1.90359
38 H -4.46261 4.80440 -0.40897
39 H -4.02242 6.59425 0.04828
40 H -1.61135 4.64293 -0.44859
41 H -2.61139 4.98359 -1.96145
42 H -2.45583 7.58408 -1.44612
43 H -1.38437 7.21674 0.03107
44 H -0.69208 7.01936 -3.08659
45 H 0.15955 7.99157 -1.77656
46 H 1.66060 6.30961 -1.11696
47 H 0.41383 4.96996 -1.07932
48 H 2.36520 5.85086 -3.37006
49 H 0.71859 5.26063 -3.97117
50 H 2.25939 3.76944 -1.63221
51 H 0.94283 3.02852 -2.81432
52 H 3.44547 3.96290 -4.36627
53 H 2.75516 2.21100 -4.16799
54 H 5.27099 2.66755 -3.16916
55 H 4.42233 3.47806 -1.75633
56 H 5.02497 0.82927 -1.66388
57 H 3.56821 0.54982 -2.75205
58 H 2.11821 1.84397 -0.69260
59 H 3.71549 1.81524 0.21006
60 H 1.60015 -0.37267 -0.39839
61 H 3.30160 -0.95024 -0.78110
62 H 3.27258 0.51242 2.01322
63 H 3.95211 -1.10873 1.50418
64 H 2.11671 -1.17893 3.35715
65 H 1.88200 -2.37999 1.98629
66 H 0.33118 0.26321 1.36920
67 H 0.04433 -0.22793 3.11188
68 H -0.36319 -2.75134 2.17014
69 H -1.76506 -1.47621 2.01896
70 H -0.48198 -0.90436 -0.46193
71 H 0.37722 -2.48562 -0.12476
72 H -2.31634 -3.31918 0.37369
73 H -1.28632 -3.72397 -1.08115
74 H -4.39716 -3.05641 -2.89204
75 H -5.05944 -1.84039 -1.66740
76 H -5.85238 -4.11492 -1.15204
77 H -3.24386 -5.48716 -0.27143
78 H -3.33663 -5.15829 -2.08017
79 H -4.69677 -6.16948 -1.28164
80 H -2.72739 -2.15761 -3.92379
81 H -1.84687 -3.61824 -3.22309
82 H -3.74482 -0.29770 -2.44069
83 H -1.98255 0.53526 0.08582
84 H -3.16203 1.47539 -0.95316
85 H -3.80951 0.50072 1.30864
86 H -4.85683 0.73672 0.08873
87 C 9.08216 -4.18768 -2.69371
88 O 9.92392 -3.31328 -1.95808
89 C 10.87631 -2.63270 -2.77784
90 C 10.56418 -1.13482 -2.82351
91 N 9.34759 -0.87293 -3.59264
92 C 8.86071 0.50295 -3.47006
93 C 8.38502 0.96094 -2.08252
94 O 7.20653 0.30115 -1.63183
95 C 7.43720 -0.93091 -0.96943
96 H 8.48425 -4.75948 -1.98083
97 H 8.40320 -3.62561 -3.34055
98 H 9.67266 -4.89027 -3.28955
99 H 10.93711 -3.05877 -3.78404
100 H 11.85250 -2.76719 -2.30164
101 H 11.40422 -0.60670 -3.28573
102 H 10.46280 -0.78514 -1.79042
103 H 8.61519 -1.49890 -3.27627
104 H 8.01657 0.59689 -4.16040
105 H 9.63660 1.18871 -3.82855
106 H 8.11671 2.01927 -2.16759
107 H 9.17600 0.91394 -1.32566
108 H 8.38562 -0.94734 -0.42618
109 H 7.39234 -1.75893 -1.68164
110 H 6.62952 -1.08565 -0.24912
111 C -8.47554 -2.52380 7.34180
112 O -8.23656 -3.50574 6.34560
113 C -8.76928 -3.14802 5.06852
114 C -7.63573 -2.89307 4.07184
115 N -6.91926 -1.65860 4.39251
116 C -5.67941 -1.48580 3.63144
117 C -4.55253 -2.49929 3.87484
118 O -3.98527 -2.42954 5.17987
119 C -4.66559 -3.19401 6.16012
120 H -8.15824 -2.93402 8.30291
121 H -7.89619 -1.61767 7.14547
122 H -9.54084 -2.28185 7.40543
123 H -9.44901 -2.29229 5.12763
124 H -9.34899 -4.00801 4.71885
125 H -8.05453 -2.81583 3.06347
126 H -6.96591 -3.75914 4.10206
127 H -6.68937 -1.65666 5.38018
128 H -5.29563 -0.49268 3.88693
129 H -5.91679 -1.46514 2.56194
130 H -3.74022 -2.24783 3.18498
131 H -4.84557 -3.52583 3.62848
132 H -5.12658 -4.09542 5.74765
133 H -5.41583 -2.58091 6.66649
134 H -3.93902 -3.49948 6.91739

Calculated values
**Molar mass**: 722.12 u
**SMILES**: CCCCCCCCCCCCCCCCCCCC[C@]1(C[C@@H](C)F)COC(=O)[C@@H]1CN.COCCNCCOC.COCCNCCOC
**Relative energy (zero: lowest compared OMol25 entry of this formula, charge and spin)**: 0.0 kJ/mol
**LUMO level**: 0.0214 Ha
**Orbital gap**: 0.3339 Eh
**HOMO energy**: -8.50 eV


(3)
Molecular formula: C40H86N3O10SSi
Method: DFT, the ωB97M-V functional and the def2-TZVPD basis

Geometry (Å):
1 C 7.41017 -7.71960 -1.02331
2 C 8.12841 -6.38210 -1.31925
3 C 7.79560 -5.28507 -0.27682
4 C 6.86640 -4.17732 -0.83468
5 C 5.53996 -4.05242 -0.05521
6 C 4.98783 -2.60511 -0.05739
7 C 3.68126 -2.43901 -0.86203
8 C 2.61815 -1.54672 -0.17406
9 C 2.24764 -0.27493 -0.93056
10 C 2.00212 -0.45096 -2.43260
11 C 1.12954 -1.65767 -2.77638
12 C -0.36132 -1.41562 -2.49560
13 C -1.20292 -2.12370 -3.56949
14 C -2.70062 -2.17956 -3.20457
15 C -3.21194 -3.62434 -2.98286
16 C -3.96022 -3.83632 -1.66202
17 C -5.50734 -3.95130 -1.81120
18 N -6.13072 -3.03305 -0.87416
19 C -7.60066 -2.92860 -1.00678
20 Si -8.47404 -2.52227 0.65890
21 C -10.03854 -1.52592 0.28083
22 C -7.33124 -1.54493 1.80943
23 C -9.01616 -4.06623 1.61724
24 C -8.16634 -4.14778 -1.75044
25 N -9.61738 -4.24290 -1.53721
26 N -7.49309 -5.38583 -1.25913
27 C -5.98113 -5.37067 -1.39114
28 S -5.29138 -6.68231 -2.45663
29 C -6.51632 -7.92274 -2.86468
30 O -4.75890 -6.16047 -3.67454
31 O -4.28920 -7.30804 -1.65068
32 H 7.14596 -7.82796 0.02326
33 H 6.52340 -7.79812 -1.64402
34 H 8.07631 -8.54581 -1.26191
35 H 9.20427 -6.53590 -1.33601
36 H 7.83368 -6.07148 -2.31591
37 H 8.74573 -4.84405 0.01164
38 H 7.36518 -5.72066 0.61818
39 H 6.62125 -4.37880 -1.87248
40 H 7.41698 -3.24692 -0.76478
41 H 4.80938 -4.77252 -0.41650
42 H 5.78151 -4.33648 0.96772
43 H 5.74688 -1.95950 -0.49041
44 H 4.85163 -2.29762 0.97579
45 H 3.93676 -2.11218 -1.86735
46 H 3.24859 -3.43275 -0.97091
47 H 1.73295 -2.15279 0.01013
48 H 3.04296 -1.24590 0.77803
49 H 2.97274 0.51348 -0.76577
50 H 1.31471 0.09799 -0.50010
51 H 2.92882 -0.48828 -2.99881
52 H 1.47335 0.43118 -2.79415
53 H 1.46312 -2.57258 -2.29675
54 H 1.21568 -1.83130 -3.84987
55 H -0.64341 -1.85181 -1.53761
56 H -0.60699 -0.35931 -2.55279
57 H -1.08713 -1.56045 -4.49366
58 H -0.81917 -3.11618 -3.78802
59 H -3.22473 -1.79005 -4.07585
60 H -2.93845 -1.51203 -2.37923
61 H -3.78488 -3.93069 -3.84873
62 H -2.34551 -4.27794 -2.96279
63 H -3.62765 -4.72773 -1.12979
64 H -3.77274 -2.98400 -1.01941
65 H -5.74068 -3.72174 -2.84645
66 H -5.83657 -3.26426 0.06869
67 H -7.79836 -2.08114 -1.66499
68 H -10.82633 -2.24462 0.08845
69 H -9.87528 -0.89241 -0.58431
70 H -10.28598 -0.94856 1.16696
71 H -6.30250 -1.83227 1.61550
72 H -7.48934 -0.49142 1.59974
73 H -7.59720 -1.74138 2.84048
74 H -9.85094 -3.83083 2.27060
75 H -9.33818 -4.91010 1.00685
76 H -8.22260 -4.41753 2.27907
77 H -8.01984 -4.03948 -2.82113
78 H -10.09605 -3.90444 -2.36495
79 H -9.92458 -5.20249 -1.40239
80 H -7.72131 -5.45012 -0.25923
81 H -7.95208 -6.18562 -1.70301
82 H -5.56724 -5.51566 -0.40258
83 H -5.95734 -8.77361 -3.23054
84 H -7.16160 -8.14888 -2.01956
85 H -7.12397 -7.52463 -3.67448
86 O 4.17719 0.43554 1.39979
87 C 3.71511 0.76786 2.46164
88 O 2.38298 0.71944 2.63208
89 C 1.74679 0.89124 3.90351
90 C 1.51785 2.35421 4.21721
91 C 4.58284 1.31964 3.56458
92 H 2.30785 0.38462 4.69051
93 H 0.79267 0.37134 3.81932
94 H 2.45233 2.89439 4.29492
95 H 0.97459 2.46040 5.15948
96 H 0.94225 2.82749 3.42471
97 H 4.69025 2.39210 3.41390
98 H 5.56040 0.84736 3.49598
99 H 4.20318 1.12835 4.56566
100 O 3.09712 3.98158 2.40823
101 C 3.01601 5.16043 2.16804
102 O 2.13045 5.90127 2.85307
103 C 2.09956 7.33580 2.79955
104 C 1.26407 7.84059 1.64388
105 C 3.81951 5.79858 1.06267
106 H 3.11131 7.74158 2.78725
107 H 1.64941 7.64948 3.73975
108 H 1.67968 7.53543 0.68281
109 H 1.20294 8.92810 1.66423
110 H 0.25334 7.43587 1.70188
111 H 3.27472 5.69742 0.12461
112 H 4.76554 5.26955 0.98143
113 H 4.05788 6.84469 1.23560
114 O -1.90710 9.62081 3.11382
115 C -2.76634 8.81858 2.87478
116 O -2.87464 8.33109 1.62012
117 C -3.71778 7.23146 1.27269
118 C -5.13022 7.68212 0.96182
119 C -3.78171 8.40957 3.91694
120 H -3.69026 6.46221 2.04605
121 H -3.26823 6.79453 0.38209
122 H -5.60787 8.13548 1.83045
123 H -5.73805 6.83713 0.63641
124 H -5.12057 8.43142 0.17044
125 H -4.61025 9.11634 3.89900
126 H -3.30246 8.45311 4.89146
127 H -4.16385 7.39895 3.79155
128 O 7.25672 7.30428 1.39698
129 C 8.03750 6.71254 0.70061
130 O 8.43686 7.27481 -0.45542
131 C 9.50755 6.76197 -1.25419
132 C 9.02978 5.69514 -2.21726
133 C 8.50941 5.31897 1.04744
134 H 10.32750 6.41354 -0.62509
135 H 9.88463 7.61736 -1.81209
136 H 8.63456 4.82582 -1.69122
137 H 9.84755 5.36653 -2.85896
138 H 8.22833 6.08580 -2.84437
139 H 7.79870 4.59502 0.64992
140 H 8.53504 5.22994 2.13052
141 H 9.50652 5.08496 0.68239

Calculated values
**Molar mass**: 829.29 u
**LUMO level**: -0.1218 Ha
**Total charge**: +1
**Orbital gap**: 0.2741 Eh
**HOMO energy**: -10.77 eV